[1]
DFT (ωB97M-V/def2-TZVPD) results for C41H45InN6O3SSi as an isolated structure.

Calculated values
- E_LUMO (eV) = -1.005
- energy relative to the best compared isomer or geometry (same formula, charge and spin) (eV) = 0.065
- HOMO level (eV) = -8.20

```
98
Properties=species:S:1:pos:R:3:forces:R:3
In 0.631 0.163 -0.179 0.1 0.4 -0.5
O -3.014 0.326 7.260 -0.1 0.0 0.1
C -1.690 0.493 7.456 0.1 0.0 0.0
O -1.262 0.647 8.564 0.0 0.0 0.0
C -0.818 0.460 6.240 0.0 0.0 -0.1
C -1.282 0.710 4.952 0.0 0.0 0.2
C -0.407 0.646 3.887 0.3 0.0 -0.2
C 0.932 0.312 4.056 -0.4 0.0 0.5
C 1.404 0.107 5.357 0.0 0.0 -0.1
C 0.534 0.182 6.425 0.0 0.0 0.1
N 1.696 0.231 2.875 0.2 0.0 -0.4
C 2.890 -0.191 2.930 0.0 0.1 0.2
C 3.778 -0.257 1.766 0.2 -0.1 -0.2
C 5.130 -0.515 1.973 -0.1 0.0 0.1
C 5.979 -0.585 0.882 0.0 0.0 -0.1
C 5.443 -0.406 -0.381 0.1 0.0 0.1
C 4.081 -0.153 -0.494 0.1 0.0 0.0
N 3.266 -0.074 0.549 -0.1 0.0 -0.1
H -3.213 0.132 6.339 0.1 0.0 -0.1
H -2.314 0.988 4.765 0.0 0.0 0.0
H -0.730 0.848 2.879 -0.1 0.0 0.0
H 2.446 -0.105 5.555 0.0 0.0 0.0
H 0.884 0.012 7.435 0.0 0.0 0.0
H 3.364 -0.510 3.862 -0.1 0.0 0.0
H 5.505 -0.647 2.980 0.0 0.0 0.0
H 7.034 -0.782 1.018 0.0 0.0 0.0
H 6.061 -0.469 -1.265 0.0 0.0 0.0
H 3.620 -0.018 -1.463 0.0 0.0 0.0
S 1.465 2.205 -4.447 0.0 -0.2 0.2
C 1.498 0.529 -4.904 0.0 0.0 0.3
C 1.439 -0.030 -6.175 0.0 0.0 -0.1
C 1.538 -1.403 -6.284 0.0 0.0 0.0
C 1.716 -2.201 -5.152 0.0 -0.1 0.1
C 1.753 -1.649 -3.888 0.0 0.1 0.1
C 1.609 -0.269 -3.753 0.0 0.2 -0.5
N 1.606 0.449 -2.566 -0.2 -0.2 0.4
C 1.564 1.734 -2.764 0.1 -0.1 -0.6
C 1.643 2.706 -1.679 0.1 0.3 0.4
C 1.926 4.050 -1.937 0.0 -0.1 -0.1
C 2.081 4.937 -0.889 0.0 0.1 0.0
C 1.968 4.485 0.420 0.0 0.0 0.0
C 1.664 3.153 0.672 0.0 0.0 0.1
C 1.486 2.246 -0.365 -0.4 -0.8 0.0
H 1.319 0.593 -7.051 0.0 0.0 0.0
H 1.486 -1.866 -7.261 0.0 0.0 0.0
H 1.829 -3.271 -5.266 0.0 0.0 0.0
H 1.894 -2.250 -3.001 0.0 -0.1 0.1
H 2.032 4.398 -2.959 0.0 0.0 0.0
H 2.297 5.979 -1.086 0.0 0.0 0.0
H 2.111 5.174 1.244 0.0 0.0 0.0
H 1.564 2.810 1.697 0.0 0.1 0.0
O 1.234 -1.952 0.190 -0.6 0.5 0.3
N 2.157 -2.537 -0.487 0.2 -0.1 -0.4
C 2.812 -3.456 0.155 0.2 -0.2 0.0
C 2.594 -3.752 1.538 -0.3 0.2 0.2
N 2.392 -3.922 2.657 0.1 0.0 0.0
C 3.821 -4.171 -0.559 0.1 -0.1 -0.2
N 4.629 -4.763 -1.123 0.0 0.1 0.0
C -4.151 -1.443 0.906 0.1 0.0 -0.1
C -2.684 -1.620 0.493 0.2 0.2 -0.1
C -1.832 -1.674 1.769 -0.1 0.1 0.0
C -2.542 -2.996 -0.170 0.1 0.1 0.0
Si -2.034 -0.181 -0.683 0.1 0.1 0.2
C -2.305 -0.620 -2.566 0.1 0.0 0.3
C -1.890 0.562 -3.450 0.0 0.0 0.1
C -1.416 -1.816 -2.937 -0.1 0.0 0.0
C -3.767 -0.968 -2.884 0.1 0.0 0.1
C -2.804 1.564 -0.234 0.1 -0.2 -0.1
C -4.305 1.648 -0.539 0.1 0.0 0.0
C -2.567 1.835 1.257 0.0 -0.1 -0.1
C -2.103 2.711 -0.984 -0.1 -0.1 0.0
H -4.431 -2.255 1.586 0.0 0.0 0.0
H -4.821 -1.490 0.044 0.0 0.0 0.0
H -4.326 -0.502 1.427 0.0 0.0 0.0
H -2.121 -2.546 2.364 0.0 0.0 0.0
H -1.976 -0.790 2.389 0.0 -0.1 0.0
H -0.770 -1.771 1.543 0.1 -0.1 0.1
H -2.864 -3.768 0.536 0.0 0.0 0.0
H -1.502 -3.199 -0.433 0.0 -0.1 0.0
H -3.160 -3.100 -1.061 0.0 0.0 0.0
H -0.898 0.934 -3.182 0.0 0.0 -0.1
H -2.594 1.389 -3.372 0.0 0.0 0.0
H -1.864 0.255 -4.501 0.0 -0.1 0.0
H -0.412 -1.707 -2.528 0.1 -0.1 0.0
H -1.330 -1.899 -4.026 0.0 0.1 0.0
H -1.826 -2.756 -2.573 0.1 0.0 0.0
H -4.418 -0.100 -2.791 0.0 0.0 0.0
H -4.155 -1.748 -2.229 0.0 0.0 0.0
H -3.842 -1.332 -3.914 0.0 0.0 0.0
H -4.879 0.885 -0.015 -0.1 0.1 -0.1
H -4.497 1.548 -1.607 0.0 0.0 0.0
H -4.688 2.627 -0.229 0.0 0.0 0.0
H -2.872 1.003 1.895 0.0 0.1 0.0
H -3.131 2.719 1.572 0.0 0.0 0.0
H -1.507 2.046 1.422 0.0 0.0 0.1
H -2.443 2.797 -2.014 0.0 0.0 0.0
H -1.017 2.595 -0.987 0.0 0.1 0.0
H -2.332 3.662 -0.490 0.0 0.0 0.0
```
Forces are in eV/Å.

=====

[2]
DFT (ωB97M-V/def2-TZVPD) results for C41H45N4O2SSn as an isolated structure.

Calculated values
- total charge = +1
- E_LUMO (alpha / beta) (eV) = -6.130 / -5.491
- energy relative to the best compared isomer or geometry (same formula, charge and spin) (eV) = 0.000
- HOMO level (alpha / beta) (eV) = -10.48 / -10.50

```
94
Properties=species:S:1:pos:R:3:forces:R:3
Sn -0.472 0.277 -1.072 -0.9 1.2 -0.5
C -2.638 0.209 3.873 0.1 0.4 1.4
C -3.026 1.169 2.722 0.2 -0.7 -0.8
C -3.859 2.353 3.217 -0.8 -0.1 -0.6
C -3.800 0.432 1.608 0.7 0.0 0.4
C -4.746 -0.487 2.027 -0.5 0.2 0.3
C -5.616 -1.097 1.133 0.0 -0.8 0.5
C -5.439 -0.880 -0.205 0.1 0.6 -0.9
C -4.471 0.025 -0.686 0.5 0.3 0.5
C -4.434 0.261 -2.174 1.1 -1.5 -0.7
C -3.758 1.510 -2.752 -1.0 0.5 0.3
C -3.811 -1.019 -2.866 0.0 0.7 -0.2
C -3.590 0.643 0.222 -0.3 -0.6 0.6
N -2.406 1.334 -0.200 0.8 0.2 -0.4
C -2.401 2.682 -0.125 -1.8 0.3 0.6
O -3.363 3.392 0.268 2.0 -1.1 -0.9
C -1.113 3.348 -0.572 -0.1 0.3 0.2
C -1.085 4.744 -0.697 -0.4 -0.4 0.1
C 0.101 5.344 -1.106 -1.0 0.5 0.3
C 1.244 4.592 -1.190 0.4 -1.3 0.1
C 1.167 3.200 -0.993 -1.3 1.3 0.1
N -0.026 2.572 -0.763 0.8 0.9 0.2
C 2.472 2.507 -0.847 0.3 1.7 0.2
O 3.502 3.200 -0.936 -0.8 -1.4 0.1
N 2.386 1.188 -0.646 2.0 -1.2 0.0
C 3.578 0.617 -0.235 -1.2 -0.4 0.6
C 4.153 0.938 1.058 1.5 -0.1 -0.1
C 5.344 0.292 1.418 -0.4 0.4 -0.6
C 5.937 -0.639 0.581 0.1 -0.4 -0.1
C 5.295 -1.074 -0.594 -1.3 1.1 0.6
C 4.113 -0.470 -1.024 0.7 -0.2 0.7
C 3.389 -0.923 -2.270 0.3 -1.2 0.5
C 3.998 -2.293 -2.736 0.3 1.1 -0.6
C 3.370 0.134 -3.356 -0.2 0.0 -0.6
C 3.609 1.895 2.092 -1.9 0.5 0.0
C 4.521 3.088 2.410 0.2 0.8 -0.6
C 3.345 1.191 3.427 -1.1 -0.8 0.4
H -1.772 0.626 4.485 -0.9 -0.5 -0.9
H -2.382 -0.820 3.526 -0.2 0.8 0.3
H -3.474 0.149 4.639 0.8 -0.2 -1.0
H -2.095 1.581 2.284 -0.4 -0.2 0.2
H -4.922 2.060 3.449 1.1 0.1 0.0
H -3.921 3.103 2.398 0.1 -0.3 0.8
H -3.365 2.717 4.110 -0.2 0.5 0.2
H -4.818 -0.721 3.088 -0.2 0.2 -0.2
H -6.387 -1.794 1.489 0.4 0.3 -0.2
H -6.048 -1.410 -0.940 0.0 0.3 0.2
H -5.464 0.226 -2.497 -0.4 0.4 -0.1
H -2.676 1.506 -2.688 0.1 -0.2 -0.2
H -4.090 2.435 -2.250 0.0 -0.4 0.0
H -4.092 1.599 -3.789 0.3 0.0 0.0
H -2.786 -1.202 -2.518 -0.1 0.1 0.1
H -3.727 -0.819 -3.958 -0.3 -0.4 0.6
H -4.387 -1.935 -2.650 0.1 0.4 -0.3
H -1.999 5.313 -0.426 0.7 -0.6 -0.4
H 0.090 6.414 -1.288 0.3 -0.1 0.1
H 2.244 4.991 -1.331 -0.3 0.1 -0.1
H 5.812 0.565 2.353 0.1 -0.1 0.0
H 6.892 -1.103 0.845 -0.4 0.2 0.1
H 5.618 -1.971 -1.056 0.7 -0.3 -0.6
H 2.363 -1.113 -1.929 -0.1 0.0 -0.2
H 5.037 -2.126 -3.155 -1.1 -0.3 0.4
H 3.377 -2.734 -3.531 0.2 0.1 0.3
H 4.068 -2.958 -1.873 -0.1 -0.2 -0.3
H 4.387 0.292 -3.704 0.1 0.1 -0.1
H 2.981 1.085 -2.977 0.1 -0.3 -0.2
H 2.756 -0.189 -4.226 0.4 0.2 0.6
H 2.599 2.227 1.717 1.0 0.1 0.3
H 5.551 2.715 2.536 -0.3 0.3 0.2
H 4.201 3.626 3.343 0.2 -0.6 -0.9
H 4.543 3.813 1.563 0.0 -0.5 0.6
H 4.264 0.930 3.925 0.4 -0.2 0.1
H 2.743 0.266 3.329 0.4 0.3 -0.2
H 2.775 1.793 4.154 0.3 0.2 -0.5
C -0.647 -2.797 -3.465 -0.1 0.1 0.1
C -0.486 -3.388 -2.089 0.1 -0.3 0.4
C -0.607 -4.798 -1.907 -0.3 0.2 -0.9
C -0.476 -5.338 -0.672 0.6 -0.5 0.5
C -0.189 -4.511 0.444 -0.5 1.7 -1.4
C 0.104 -5.000 1.709 -0.2 0.5 1.2
C 0.214 -4.127 2.793 0.2 0.7 0.0
C 0.066 -2.724 2.610 0.1 -1.6 0.1
C -0.031 -2.193 1.311 -0.4 1.2 0.7
S -0.040 -0.456 1.341 0.1 -1.0 -0.1
C -0.205 -3.072 0.190 0.9 -1.7 0.2
N -0.246 -2.574 -1.052 -0.9 -0.3 -0.8
H -1.677 -2.962 -3.842 0.6 -0.2 0.2
H 0.085 -3.210 -4.183 -0.4 0.1 0.3
H -0.523 -1.723 -3.383 0.2 0.1 -0.2
H -0.806 -5.465 -2.766 0.1 0.7 0.5
H -0.528 -6.427 -0.558 0.0 0.4 0.1
H 0.183 -6.072 1.834 0.1 0.0 0.2
H 0.455 -4.531 3.777 -0.3 0.2 -0.2
H -0.010 -2.021 3.445 0.3 -0.5 -0.2
```
Forces are in eV/Å.

=====

[3]
DFT (ωB97M-V/def2-TZVPD) results for C41H45NO3PtSSiTe as an isolated structure.

Calculated values
- total charge = +2
- E_LUMO (alpha / beta) (eV) = -5.540 / -7.692
- energy relative to the best compared isomer or geometry (same formula, charge and spin) (eV) = 0.000
- HOMO level (alpha / beta) (eV) = -12.09 / -13.93
- multiplicity = 5

```
94
Properties=species:S:1:pos:R:3:forces:R:3
Pt -16.882 9.459 1.765 -1.2 0.7 -0.1
C -20.065 15.650 0.617 0.5 -1.3 0.0
C -19.148 14.458 0.746 -1.2 0.2 -0.7
C -17.948 14.378 -0.005 -1.3 1.0 0.6
C -17.098 13.417 0.327 1.4 -1.5 -0.2
C -15.804 13.190 -0.426 -0.4 -0.4 -0.3
O -15.881 12.428 -1.376 0.4 0.6 0.4
C -14.618 13.885 0.063 0.7 0.7 -0.4
C -14.776 14.956 0.967 1.2 -1.6 -0.4
C -13.623 15.609 1.340 -0.6 1.1 1.3
C -12.384 15.287 0.871 0.5 0.2 -0.2
C -12.236 14.289 -0.054 1.0 -1.4 -0.6
C -13.340 13.577 -0.467 -1.6 -0.3 -0.8
C -17.393 12.328 1.249 -3.4 1.7 -0.3
O -16.489 11.554 1.470 2.0 -1.9 0.5
C -18.793 12.278 1.811 1.6 0.9 -1.1
C -19.557 13.376 1.555 0.3 0.6 0.3
C -19.282 11.328 2.759 0.6 -1.9 2.2
N -18.562 10.291 3.086 0.1 0.4 -0.9
C -18.919 9.355 4.173 -0.7 0.6 -0.2
C -17.807 8.340 4.434 0.3 0.9 1.7
Te -15.777 9.056 4.069 -0.1 -0.1 0.7
C -15.994 10.861 5.161 -0.6 -1.0 1.5
C -16.389 10.769 6.509 1.2 1.8 -0.6
C -16.481 11.963 7.275 0.3 -1.6 -1.7
C -16.246 13.192 6.675 -1.0 -0.7 -0.1
C -16.044 13.242 5.308 0.8 1.7 0.4
C -15.807 12.090 4.607 -0.6 0.4 -1.3
C -20.550 11.594 3.541 -0.2 -2.5 -3.0
C -21.709 10.874 3.178 0.2 1.0 1.2
C -22.853 11.093 3.926 -0.6 -0.7 -0.9
C -22.851 12.003 4.958 -1.0 0.8 1.2
C -21.698 12.683 5.316 -0.6 -1.1 -1.7
C -20.568 12.452 4.560 2.7 2.1 2.5
H -21.101 15.419 0.348 0.3 0.0 -0.2
H -19.580 16.332 -0.019 0.1 1.0 -1.3
H -20.082 16.155 1.546 -0.2 0.5 1.3
H -17.685 15.121 -0.749 -0.1 0.1 0.1
H -15.696 15.102 1.479 -0.6 0.5 0.1
H -13.638 16.382 2.100 -0.4 0.1 -0.1
H -11.533 15.835 1.229 0.3 0.1 0.1
H -11.243 13.965 -0.393 -0.5 0.4 0.0
H -13.340 12.829 -1.286 0.4 0.4 0.8
H -20.462 13.486 2.128 -0.4 0.0 -0.2
H -19.858 8.890 3.821 0.4 -0.3 0.4
H -19.198 9.892 5.119 0.4 -0.2 -0.9
H -17.865 7.414 3.910 -0.2 -0.6 -0.5
H -17.806 8.138 5.520 0.0 -0.2 -0.5
H -16.373 9.824 6.985 -0.5 -0.8 0.6
H -16.749 11.787 8.276 -0.1 0.4 1.3
H -16.356 14.108 7.203 0.0 0.5 0.6
H -15.968 14.256 4.854 0.1 -1.1 0.1
H -15.639 12.149 3.563 0.4 0.2 -0.9
H -21.753 10.168 2.391 0.3 -0.5 -0.8
H -23.782 10.568 3.644 0.6 0.3 0.3
H -23.796 12.219 5.494 0.7 -0.2 -0.3
H -21.700 13.426 6.035 0.0 1.1 1.5
H -19.559 12.912 4.867 -1.7 -0.4 -0.5
C -21.535 8.815 -0.603 -2.1 0.4 -0.3
C -21.194 10.248 -1.010 -0.8 -0.8 -1.0
S -19.495 10.291 -1.592 -0.5 0.0 -1.2
O -18.648 10.364 -0.365 0.6 0.2 0.9
C -19.503 11.936 -2.369 -0.1 0.0 2.6
C -20.527 12.082 -3.435 0.4 0.5 -0.3
H -22.462 8.734 0.038 0.8 0.4 -0.8
H -20.771 8.447 0.016 1.2 -0.9 0.7
H -21.712 8.200 -1.493 0.3 -0.1 0.4
H -21.279 10.866 -0.140 0.0 0.9 0.3
H -21.835 10.572 -1.866 0.4 -0.1 0.9
H -18.491 12.126 -2.627 1.0 -0.1 -0.7
H -19.659 12.598 -1.493 -0.2 -0.1 -0.4
H -20.558 11.201 -4.050 -0.5 -0.5 -0.2
H -20.186 12.862 -4.099 -0.2 0.4 -0.2
H -21.470 12.363 -2.993 -0.4 -0.1 -0.3
C -17.966 7.256 -0.974 -0.5 0.4 -1.8
Si -16.471 8.263 -0.382 -0.7 -0.5 0.1
C -15.656 9.327 -1.645 -0.8 -0.5 -1.9
C -15.302 7.449 0.836 1.0 -0.1 -0.1
C -14.016 8.016 1.008 -0.2 0.2 0.7
C -13.194 7.524 2.046 -0.4 0.9 -1.5
C -13.559 6.412 2.741 -0.3 -1.4 0.5
C -14.797 5.775 2.551 0.8 0.0 0.1
C -15.649 6.332 1.654 -1.0 1.2 -0.9
H -17.940 6.866 -2.064 0.3 1.1 1.4
H -18.890 7.904 -0.894 1.1 -0.9 0.0
H -18.130 6.329 -0.465 -0.1 -0.4 0.9
H -15.437 10.367 -1.477 -0.1 0.3 0.5
H -16.382 9.333 -2.557 1.4 -0.2 1.4
H -14.700 8.835 -1.905 -0.4 0.1 -0.3
H -13.710 8.902 0.424 -0.1 -0.6 0.3
H -12.274 8.035 2.222 0.6 0.0 0.2
H -12.910 5.912 3.436 0.5 0.3 0.3
H -14.993 4.851 3.092 -0.3 0.3 -0.1
H -16.677 6.061 1.545 -0.4 -0.9 0.0
```
Forces are in eV/Å.